Record 1
ORCA calculation (ωB97M-V/def2-TZVPD) on C30H25Cl5N5O5RuS as an isolated structure.

Geometry as XYZ:
```
72
Properties=species:S:1:pos:R:3
Ru -1.04 -0.62 -0.22
N 1.08 0.53 -0.47
C 2.04 -0.30 0.28
C 1.83 -1.78 -0.01
O 2.83 -2.53 -0.13
N 0.56 -2.12 -0.17
C 0.26 -3.48 -0.55
C -1.10 -3.59 -1.25
O -1.43 -4.70 -1.70
O -1.80 -2.52 -1.32
H 1.37 0.58 -1.45
H 1.04 1.47 -0.08
H 1.86 -0.11 1.34
H 3.09 -0.06 0.07
H 0.26 -4.16 0.31
H 1.03 -3.88 -1.23
Cl 3.23 4.73 2.93
C 1.52 4.36 2.91
C 0.72 4.86 3.92
C -0.64 4.58 3.92
Cl -1.59 5.28 5.24
C -1.25 3.81 2.96
C -2.67 3.54 2.89
C -3.16 2.77 1.92
C -2.29 2.09 0.91
N -0.91 2.55 0.90
C -0.44 3.27 1.88
C 1.03 3.54 1.85
O 1.77 3.05 0.97
H 1.15 5.47 4.70
H -3.31 3.98 3.64
H -4.23 2.57 1.87
H -2.70 2.27 -0.10
Cl 1.39 6.25 -0.27
C 1.10 5.34 -1.71
C 1.77 4.14 -1.92
C 1.53 3.44 -3.09
C 0.62 3.88 -4.04
C 0.35 3.09 -5.30
C -1.01 2.38 -5.28
N -1.23 1.32 -4.31
C -1.87 0.14 -4.62
C -2.03 -0.54 -3.45
N -1.48 0.21 -2.43
C -1.03 1.32 -2.97
O 1.50 2.32 -5.62
C 1.47 0.92 -5.85
C 2.07 0.12 -4.72
C 3.35 0.28 -4.26
Cl 4.51 1.40 -4.86
S 3.72 -0.78 -2.96
C 2.18 -1.51 -3.07
C 1.41 -0.92 -4.02
C -0.02 5.09 -3.79
Cl -1.13 5.78 -4.97
C 0.21 5.83 -2.64
H 2.42 3.76 -1.14
H 2.04 2.50 -3.26
H 0.23 3.81 -6.11
H -1.19 1.94 -6.26
H -1.75 3.17 -5.15
H -2.14 -0.11 -5.63
H -2.44 -1.51 -3.23
H -0.57 2.12 -2.41
H 2.07 0.77 -6.76
H 0.47 0.54 -6.06
H 1.94 -2.30 -2.37
H 0.39 -1.22 -4.21
H -0.31 6.76 -2.48
C -2.34 0.55 1.13
H -3.38 0.23 1.01
H -2.07 0.36 2.18
```

As for the charge: -2. The LUMO energy (alpha / beta) is 0.129 / 0.129 Ha. The HOMO-LUMO gap (alpha / beta) comes out at 4.66 / 5.46 eV. The spin multiplicity is 6.

Atomic partial charges in e from the Löwdin method, atoms 1 to 6:
1. Ru 1.19
2. N -0.04
3. C -0.20
4. C -0.63
5. O -0.08
6. N -0.11

***

Record 2
ORCA calculation (ωB97M-V/def2-TZVPD) on a 4-piece molecular cluster, C4H17NO4 overall in a non-equilibrium geometry.

Geometry as XYZ:
```
26
Properties=species:S:1:pos:R:3
C 0.19 -0.17 -0.27
C 0.48 -0.37 -1.78
C 0.42 0.99 -2.54
O -1.01 1.41 -2.65
C -1.70 0.65 -3.55
N 1.87 -0.84 -1.89
H 0.73 0.72 0.04
H 0.47 -1.01 0.37
H -0.87 0.03 -0.15
H -0.18 -1.08 -2.28
H 0.95 0.86 -3.48
H 0.91 1.85 -2.08
H -2.05 -0.30 -3.14
H -1.08 0.40 -4.41
H -2.63 1.15 -3.81
H 1.78 -1.85 -1.81
H 2.08 -0.68 -2.87
O 1.98 1.49 3.91
H 2.22 0.86 4.59
H 1.06 1.32 3.74
O -0.41 0.38 3.18
H -0.61 -0.45 3.61
H -0.05 0.12 2.33
O -1.21 -1.70 4.78
H -1.26 -2.44 5.38
H -2.09 -1.34 4.77
```

As for the charge: -1. The LUMO energy (alpha / beta) is 0.099 / 0.097 Ha. The HOMO-LUMO gap (alpha / beta) comes out at 1.92 / 10.01 eV. The spin multiplicity is 2.

Atomic partial charges in e from the natural (NBO) method, atoms 1 to 6:
1. C -0.69
2. C -0.09
3. C -0.07
4. O -0.54
5. C -0.25
6. N -0.82

***

Record 3
ORCA calculation (ωB97M-V/def2-TZVPD) on C5H31N2O11 as an isolated structure in a non-equilibrium geometry.

Geometry as XYZ:
```
49
Properties=species:S:1:pos:R:3
C 1.12 -1.47 0.30
O 0.57 -2.06 1.42
C 1.50 0.02 0.84
C 0.49 1.08 0.89
C -0.94 0.43 1.03
C -1.37 0.11 2.26
N -2.56 -0.40 2.80
N -1.64 0.33 -0.18
H 0.60 -1.36 -0.68
H 2.10 -1.94 0.10
H 2.25 0.43 0.20
H 1.94 -0.33 1.85
H 0.50 1.61 -0.09
H 0.54 1.82 1.69
H -0.55 0.22 3.05
H -3.17 0.19 3.12
H -2.82 -1.21 2.21
H -1.68 -0.57 -0.60
H -1.32 0.95 -0.90
H 2.01 2.87 -1.95
H 1.19 3.90 -1.25
O 1.94 3.81 -1.94
H -0.35 1.91 -2.78
H 0.06 3.47 -2.22
O -0.61 2.86 -2.43
H -0.35 4.17 0.49
H 0.89 3.92 1.28
O 0.61 4.38 0.51
H 0.03 -3.76 -0.40
H -0.46 -1.89 1.19
O 0.65 -4.54 -0.33
H -1.35 -2.47 -0.81
H -2.42 -1.89 0.47
O -1.75 -2.58 0.36
H 1.18 -1.86 3.00
H 2.44 -1.00 3.43
O 1.75 -1.45 3.76
H -1.31 -2.82 -2.62
H 1.37 -3.96 -0.01
O -0.92 -2.21 -1.96
H 0.74 -2.41 -2.07
H 1.57 -3.49 -2.24
O 1.64 -2.52 -2.20
H -2.26 2.76 0.95
H -2.20 3.16 -0.61
O -1.91 3.39 0.27
H 0.13 -0.41 -3.00
H 1.54 0.42 -2.98
O 0.61 0.38 -3.20
```

As for the charge: -1. The LUMO energy is 0.100 Ha. The HOMO-LUMO gap comes out at 8.19 eV.

Atomic partial charges in e from the natural (NBO) method, atoms 1 to 6:
1. C -0.08
2. O -0.82
3. C -0.44
4. C -0.43
5. C 0.15
6. C -0.10

***

Record 4
ORCA calculation (ωB97M-V/def2-TZVPD) on C32H35Ge2NPdS5 as an isolated structure.

Geometry as XYZ:
```
76
Properties=species:S:1:pos:R:3
Pd -0.08 0.64 -0.19
C -2.91 -2.41 5.66
C -3.37 -2.15 4.22
C -4.87 -2.44 4.10
C -2.61 -3.09 3.29
C -3.12 -0.68 3.86
C -3.72 0.34 4.62
C -3.52 1.68 4.35
C -2.70 2.01 3.27
S -2.22 3.57 2.67
C -1.29 2.79 1.42
N -1.33 1.49 1.44
C -2.11 1.02 2.49
C -2.31 -0.33 2.80
C -0.48 3.48 0.42
C -0.41 4.87 0.42
C 0.39 5.52 -0.50
C 1.11 4.75 -1.41
C 1.02 3.37 -1.40
C 0.22 2.67 -0.49
H -3.08 -3.45 5.92
H -3.44 -1.79 6.38
H -1.84 -2.20 5.76
H -5.06 -3.49 4.35
H -5.22 -2.27 3.08
H -5.46 -1.82 4.78
H -2.81 -4.13 3.58
H -1.53 -2.93 3.32
H -2.92 -2.98 2.25
H -4.36 0.08 5.46
H -3.99 2.44 4.95
H -1.80 -1.06 2.19
H -0.97 5.46 1.15
H 0.45 6.60 -0.52
H 1.75 5.24 -2.14
H 1.61 2.83 -2.13
S -1.56 -1.57 -0.46
S -2.11 -3.69 -0.77
S -0.67 -4.72 -0.04
S 0.14 -1.73 0.60
C 3.84 -1.01 0.63
Ge 3.69 0.31 -0.83
C 3.95 2.04 0.05
C 5.24 0.07 -2.02
Ge 1.50 0.04 -1.88
C 1.40 -1.81 -2.55
C 2.45 -2.71 -2.41
C 2.39 -4.00 -2.94
C 1.26 -4.41 -3.63
C 0.20 -3.52 -3.79
C 0.28 -2.24 -3.26
C 1.37 1.02 -3.60
C 2.48 1.12 -4.45
C 2.38 1.73 -5.70
C 1.17 2.27 -6.12
C 0.06 2.17 -5.29
C 0.16 1.55 -4.05
H 4.79 -0.86 1.15
H 3.79 -2.04 0.28
H 3.03 -0.85 1.34
H 4.78 1.95 0.76
H 3.05 2.34 0.60
H 4.18 2.83 -0.66
H 6.16 0.10 -1.43
H 5.29 0.87 -2.76
H 5.21 -0.88 -2.55
H 3.35 -2.43 -1.87
H 3.22 -4.68 -2.81
H 1.19 -5.41 -4.03
H -0.70 -3.83 -4.31
H -0.56 -1.57 -3.40
H 3.43 0.69 -4.16
H 3.25 1.79 -6.34
H 1.09 2.75 -7.08
H -0.89 2.58 -5.60
H -0.70 1.51 -3.40
```

As for the charge: -1. The LUMO energy (alpha / beta) is 0.085 / 0.061 Ha. The HOMO-LUMO gap (alpha / beta) comes out at 6.43 / 6.03 eV. The spin multiplicity is 2.

Atomic partial charges in e from the Löwdin method, atoms 1 to 6:
1. Pd 0.34
2. C -0.05
3. C -0.56
4. C -0.05
5. C -0.07
6. C -0.16

***

Record 5
ORCA calculation (ωB97M-V/def2-TZVPD) on a 2-piece molecular cluster, C2H2Cl2O overall in a non-equilibrium geometry.

Geometry as XYZ:
```
7
Properties=species:S:1:pos:R:3
C -0.58 -0.35 -0.23
C 2.70 -0.10 2.46
O -1.47 -1.14 -0.10
Cl 3.92 -1.10 1.88
Cl 1.63 -0.90 3.46
H -0.33 0.11 -1.20
H 0.05 -0.02 0.61
```

The LUMO energy is -0.042 Ha. The HOMO-LUMO gap comes out at 8.53 eV.

Atomic partial charges in e from the natural (NBO) method, atoms 1 to 6:
1. C 0.28
2. C -0.16
3. O -0.49
4. Cl 0.07
5. Cl 0.08
6. H 0.10

***

Record 6
ORCA calculation (ωB97M-V/def2-TZVPD) on one molecule with the formula C4H9N in a non-equilibrium geometry.

Geometry as XYZ:
```
14
Properties=species:S:1:pos:R:3
C 0.26 -1.55 -1.10
C 0.28 -0.13 -0.73
C -0.32 0.47 1.41
C -0.63 1.65 0.60
H 1.34 -2.07 -1.52
H 0.40 -2.06 -0.26
H -0.50 -1.93 -1.79
H 1.21 -0.05 -0.31
H 0.20 0.63 -1.54
H -0.99 -0.09 2.13
H 0.70 0.61 2.01
H 0.40 2.24 0.30
H -1.57 1.99 0.73
N -0.79 0.29 0.07
```

The LUMO energy is 0.044 Ha. The HOMO-LUMO gap comes out at 10.94 eV. The structure (SMILES) is CCN1CC1.

Atomic partial charges in e from the natural (NBO) method, atoms 1 to 6:
1. C -0.59
2. C -0.24
3. C -0.30
4. C -0.27
5. H 0.19
6. H 0.20

***

Calculated total energy (computed, Ha): -4602.25424 -518.24339 -1146.20517 -7567.95641 -1072.89241 -212.40869